C28H79AsF6N7O8 | ωB97M-V/def2-TZVPD

As for the gap between HOMO and LUMO: 8.7 eV. Its total energy is -4934.37625 Ha. The energy above the lowest of the compared OMol25 structures with the same formula, charge and spin comes out at 332.6 kJ/mol. The HOMO energy comes out at -6.39 eV. The value obtained for the maximum force is 0.078 hartree/bohr.

The geometry in ORCA input format:
```
! RIJCOSX wB97M-V def2-TZVPD def2/J DEFGRID3
* xyz -1 1
As 0.97061 -0.00917 0.33782
F -0.75800 0.28273 0.16515
F 0.83310 0.81236 1.90203
F 2.76271 -0.34503 0.53086
F 0.89978 -0.86034 -1.27779
F 1.21720 1.61083 -0.47869
F 0.58692 -1.59034 1.11893
O 1.15780 -3.05815 -3.03901
H 0.43113 -3.64842 -3.23845
H 0.77242 -2.38341 -2.48004
C 6.44860 -1.07889 1.43753
C 6.14430 -0.15564 0.19099
C 5.61348 -0.90135 -1.05002
O 5.16332 -0.04975 -2.09094
C 6.22075 0.62800 -2.70266
N 5.13418 0.73162 0.59769
H 5.54403 -1.54689 1.82589
H 6.79591 -0.51824 2.30538
H 7.28982 -1.72419 1.18447
H 7.04340 0.33631 -0.18008
H 4.79393 -1.50511 -0.66027
H 6.37516 -1.51933 -1.52548
H 6.63438 1.37541 -2.02561
H 5.84414 1.18499 -3.56058
H 7.01342 0.01446 -3.13084
H 4.25069 0.26445 0.74368
H 4.92176 1.36198 -0.16233
C -7.55232 0.72074 -2.66506
C -7.25726 -0.27339 -1.57478
C -6.73230 0.48766 -0.28923
O -5.44818 1.12597 -0.60748
C -4.37338 0.30885 -0.96037
N -8.44700 -1.06772 -1.24335
H -6.67218 1.35425 -2.77516
H -8.43230 1.32933 -2.45686
H -7.82799 0.23215 -3.59961
H -6.53099 -1.00502 -1.92881
H -6.75430 -0.23485 0.52661
H -7.43627 1.23553 0.07577
H -4.41230 -0.02789 -1.99632
H -4.21170 -0.59916 -0.37943
H -3.48271 0.93128 -0.87443
H -8.25742 -1.36150 -0.29580
H -9.21238 -0.43459 -1.06046
C 3.49697 -0.12990 3.90640
C 2.75971 -1.46365 4.16038
C 3.15020 -2.11476 5.44146
O 4.61924 -2.00037 5.60884
C 5.33361 -3.14556 5.13079
N 1.37200 -1.09207 4.15894
H 4.58579 -0.13176 3.95718
H 3.04473 0.65159 4.51701
H 3.25167 0.17761 2.88985
H 2.83548 -2.15002 3.31702
H 2.77085 -3.12771 5.30685
H 2.60166 -1.60554 6.23386
H 5.42169 -3.19469 4.04547
H 4.82618 -4.06452 5.42426
H 6.34853 -3.22731 5.51983
H 1.20717 -0.59111 3.29756
H 0.81723 -1.93504 4.11747
C -3.20828 1.74061 2.71793
C -2.53085 0.98428 3.89946
C -3.01686 -0.50333 3.75849
O -4.40441 -0.84439 3.92404
C -4.61043 -2.25614 3.78293
N -1.12911 1.23259 3.96924
H -3.14237 2.82253 2.83289
H -4.26447 1.48142 2.64459
H -2.60622 1.45152 1.85651
H -3.00108 1.38201 4.79879
H -2.46342 -1.01556 4.54553
H -2.53989 -0.91055 2.86699
H -5.62649 -2.62045 3.63124
H -4.34622 -2.65759 4.76127
H -4.07326 -2.68541 2.93719
H -1.10379 2.24227 3.97228
H -0.66191 0.99875 3.10487
C 1.92500 2.21963 -6.54229
C 2.09205 0.99237 -5.62063
C 1.25579 1.26372 -4.29857
O -0.02916 1.74590 -4.58496
C -0.62005 1.98263 -3.34891
N 1.54661 -0.11839 -6.36332
H 2.15184 3.10980 -5.95558
H 0.94292 2.35672 -6.99486
H 2.59949 2.26057 -7.39757
H 3.17314 0.92738 -5.49771
H 1.77669 2.06862 -3.78000
H 1.23902 0.29422 -3.80069
H -0.05986 2.69668 -2.74525
H -0.74782 1.03713 -2.82184
H -1.59721 2.40206 -3.58835
H 1.46446 -0.96796 -5.82334
H 0.61522 0.16162 -6.63572
C -4.82039 -5.12017 -3.06457
C -4.77626 -4.97473 -1.49959
C -3.76748 -3.88870 -1.01952
O -2.42691 -4.11580 -1.38318
C -1.50612 -3.17723 -0.67482
N -6.12867 -4.80046 -0.95116
H -5.60468 -5.80690 -3.38300
H -3.81272 -5.46617 -3.29476
H -5.01460 -4.17863 -3.57827
H -4.32858 -5.91998 -1.19272
H -3.81382 -3.82356 0.06755
H -4.11696 -2.93176 -1.40711
H -1.74127 -2.15048 -0.95517
H -0.49160 -3.36957 -1.02391
H -1.43577 -3.24378 0.41087
H -6.53069 -5.68373 -1.23102
H -6.66560 -4.10295 -1.44643
C 1.28176 6.08015 1.31649
C 1.80016 4.64008 1.00335
C 3.30902 4.60426 0.67561
O 3.49743 5.55503 -0.40712
C 4.88790 5.63662 -0.77324
N 1.55152 3.74586 2.19605
H 1.64010 6.82695 0.60798
H 1.66167 6.32568 2.30820
H 0.19335 6.05161 1.26501
H 1.28657 4.46170 0.05862
H 3.59146 3.61045 0.32825
H 3.86330 4.83697 1.58486
H 5.14395 6.53166 -1.34020
H 5.09707 4.77703 -1.40998
H 5.66998 5.70147 -0.01677
H 1.37105 2.82399 1.82500
H 0.63001 3.98401 2.53399
*
```

Here are the Löwdin charges for atoms 1 to 6, given in e: As 0.990; F -0.279; F -0.281; F -0.271; F -0.287; F -0.275

***

C28H79N5O13 | ωB97M-V/def2-TZVPD

As for the gap between HOMO and LUMO: 9.1 eV. Its total energy is -2365.78414 Ha. The energy above the lowest of the compared OMol25 structures with the same formula, charge and spin comes out at 498.9 kJ/mol. The HOMO energy comes out at -8.98 eV. The value obtained for the maximum force is 0.063 hartree/bohr. Its SMILES is COC[C@H](C)N.COC[C@H](C)N.COC[C@H](C)N.COC[C@H](C)N.COC[C@H](C)N.OCCO.OCCO.OCCO.OCCO.

The geometry in ORCA input format:
```
! RIJCOSX wB97M-V def2-TZVPD def2/J DEFGRID3
* xyz 0 1
C 5.78791 6.80365 -0.01474
O 6.81851 7.76678 0.27561
C 7.28502 7.47760 1.64670
C 8.09027 8.57909 2.33099
C 7.32127 9.91391 2.21934
N 9.42072 8.71667 1.72006
H 4.87775 7.14629 0.47751
H 6.07639 5.82318 0.36416
H 5.77640 6.81417 -1.10463
H 6.44128 7.30277 2.31426
H 7.85964 6.55636 1.55063
H 8.30533 8.39856 3.38420
H 6.26663 9.73469 2.01028
H 7.70489 10.47899 1.36986
H 7.41868 10.42444 3.17745
H 10.05488 7.93631 1.81486
H 9.38660 8.83153 0.71720
C -1.30077 7.03619 -5.93184
O -1.15819 7.92349 -6.99799
C -0.03630 7.84818 -7.85986
C -0.14795 8.63742 -9.15304
C -0.33657 10.11964 -8.89796
N -1.19037 8.17774 -10.03974
H -1.72531 6.14500 -6.39407
H -1.90170 7.52540 -5.16526
H -0.35635 6.78531 -5.44890
H 0.86650 8.08651 -7.29749
H 0.02846 6.80017 -8.15239
H 0.77707 8.52456 -9.71846
H -0.50036 10.67003 -9.82443
H 0.56397 10.53674 -8.44724
H -1.14981 10.36049 -8.21332
H -2.03623 8.02915 -9.50819
H -1.36780 8.82377 -10.79556
C -1.32197 3.16321 6.15653
O -1.96179 3.81072 5.03291
C -1.63160 5.23180 4.85498
C -2.45998 5.84106 3.76865
C -2.05602 7.27419 3.47413
N -3.87109 5.70480 4.18620
H -1.58492 3.68661 7.07578
H -0.23821 3.27872 6.14168
H -1.58074 2.10475 6.18497
H -1.74437 5.82351 5.76342
H -0.58175 5.20747 4.56289
H -2.41418 5.42520 2.76214
H -0.99300 7.21848 3.23967
H -2.07098 7.83057 4.41131
H -2.58597 7.75521 2.65201
H -3.99624 6.32832 4.97084
H -3.95198 4.75945 4.53241
C -6.63043 0.30238 -3.70447
O -7.57391 0.99602 -4.46257
C -7.98621 0.42559 -5.72016
C -8.29896 -1.08811 -5.74379
C -8.27922 -1.70688 -7.14465
N -9.58284 -1.46130 -5.25111
H -7.01572 -0.59317 -3.21698
H -6.28855 0.88735 -2.85064
H -5.76601 -0.04887 -4.26794
H -8.87979 0.90841 -6.11576
H -7.21226 0.49385 -6.48465
H -7.52121 -1.59604 -5.17351
H -8.41403 -2.78273 -7.03304
H -7.44161 -1.41462 -7.77796
H -9.11627 -1.38426 -7.76381
H -9.73478 -0.80388 -4.49957
H -10.17028 -1.10922 -5.99344
C -3.50099 -11.40765 3.11816
O -3.72492 -10.29042 4.10228
C -2.63826 -9.33679 4.17590
C -2.99662 -8.16944 5.14187
C -4.27602 -7.39394 4.79682
N -1.78893 -7.34832 5.32974
H -4.38575 -12.04346 3.08552
H -2.71894 -12.12916 3.35464
H -3.51730 -11.07378 2.08068
H -1.67539 -9.75671 4.46684
H -2.45362 -8.82780 3.22989
H -3.19295 -8.83539 5.98214
H -4.19429 -7.03075 3.77237
H -4.48740 -6.49368 5.37384
H -5.14513 -8.05163 4.81094
H -1.92045 -6.86403 6.20625
H -0.98539 -7.94254 5.47576
O 0.26273 -1.03773 -1.49997
C 0.55765 -0.74875 -0.17216
C -0.28617 -1.58260 0.77990
O 0.10824 -2.95291 0.78993
H 0.33379 -1.99423 -1.54086
H 1.61852 -0.90965 0.01961
H 0.41257 0.28439 0.14353
H -1.33339 -1.46783 0.50018
H -0.18810 -1.24631 1.81207
H -0.25180 -3.30954 1.60527
O 4.37938 -8.85936 5.84654
C 5.07076 -9.66767 4.89244
C 4.85159 -9.28352 3.35608
O 5.23390 -7.98619 2.94481
H 4.66162 -7.94731 5.74594
H 6.14249 -9.71209 5.08615
H 4.78169 -10.70659 5.05108
H 3.79567 -9.21931 3.09337
H 5.33097 -10.02691 2.71916
H 4.79311 -7.37659 3.54121
O 0.59625 -7.18816 -4.21758
C -0.11973 -8.37980 -4.14501
C 0.61444 -9.63879 -4.76343
O 1.62726 -10.09623 -3.85407
H 1.43676 -7.40167 -3.80581
H -0.60813 -8.50274 -3.17834
H -0.82181 -8.15797 -4.94873
H 1.10674 -9.35446 -5.69343
H -0.04454 -10.48589 -4.95386
H 2.41344 -9.54920 -3.78861
O 6.68871 -0.68790 4.69284
C 5.25820 -0.79310 4.65816
C 4.79125 -1.67808 5.76110
O 5.42372 -2.97240 5.69984
H 7.01561 -0.65228 3.79092
H 4.72733 0.15818 4.69458
H 5.02334 -1.28966 3.71669
H 3.70145 -1.69784 5.75343
H 5.15379 -1.20761 6.67505
H 6.37933 -2.88180 5.71444
*
```

Here are the Löwdin charges for atoms 1 to 6, given in e: C -0.104; O -0.206; C -0.205; C -0.414; C -0.052; N 0.017

***

C28H79N5O9 | ωB97M-V/def2-TZVPD

As for the gap between HOMO and LUMO: 9.2 eV. Its total energy is -2065.01366 Ha. The energy above the lowest of the compared OMol25 structures with the same formula, charge and spin comes out at 80.0 kJ/mol. The HOMO energy comes out at -8.77 eV. The value obtained for the maximum force is 0.039 hartree/bohr. Its SMILES is COC[C@H](C)N.COC[C@H](C)N.COC[C@H](C)N.COC[C@H](C)N.COC[C@H](C)N.CC(C)O.CC(C)O.CO.CO.

The geometry in ORCA input format:
```
! RIJCOSX wB97M-V def2-TZVPD def2/J DEFGRID3
* xyz 0 1
C 1.24784 0.22686 3.30805
O 0.63540 1.49626 3.32443
C 1.54769 2.56903 3.29172
C 2.23865 2.72460 4.63829
C 1.20751 2.88302 5.75413
N 3.17517 3.87767 4.66367
H 0.44740 -0.51183 3.28207
H 1.80977 -0.01011 4.21595
H 1.89759 0.10111 2.43941
H 2.27313 2.49262 2.47112
H 0.99414 3.49111 3.09653
H 2.89642 1.86497 4.81780
H 1.68194 3.10420 6.71113
H 0.55683 2.01633 5.84271
H 0.55884 3.73742 5.54210
H 3.96413 3.61859 4.07191
H 3.61029 3.93614 5.57960
C -5.18507 0.35521 7.22214
O -4.10300 0.28059 6.31059
C -4.55953 0.05187 4.98537
C -3.40266 0.32996 4.03994
C -2.76241 1.69283 4.30095
N -3.91047 0.37971 2.66267
H -5.92927 -0.41135 6.97772
H -5.55298 1.37972 7.24036
H -4.87682 0.03842 8.22110
H -4.88688 -0.99621 4.92717
H -5.43636 0.66266 4.74455
H -2.63411 -0.44828 4.09370
H -3.48452 2.48438 4.08390
H -1.94297 1.83506 3.59158
H -2.37901 1.85366 5.30582
H -4.43683 -0.45831 2.43923
H -3.14918 0.45144 1.99148
C 2.81628 -3.26338 -0.70722
O 3.11670 -4.62202 -0.91029
C 2.50135 -5.11890 -2.07489
C 2.92475 -6.54337 -2.35021
C 2.36035 -7.09349 -3.65853
N 2.44740 -7.39587 -1.22413
H 1.73493 -3.14334 -0.57998
H 3.14183 -2.63097 -1.53598
H 3.31050 -2.91807 0.19865
H 1.41582 -5.18811 -1.94060
H 2.70499 -4.50912 -2.96231
H 4.01606 -6.64432 -2.41711
H 2.67655 -6.55201 -4.55331
H 1.27046 -7.12276 -3.65693
H 2.75154 -8.10493 -3.78407
H 2.94208 -8.28516 -1.28530
H 2.91027 -6.96439 -0.41786
C -2.30205 3.81897 0.27058
O -1.35439 2.84489 -0.14359
C -0.11463 3.32779 -0.60635
C -0.17808 4.21992 -1.84824
C -0.50741 3.44640 -3.10208
N 1.10788 4.93304 -2.01359
H -2.68132 4.45754 -0.52774
H -1.84162 4.41331 1.06760
H -3.13308 3.25619 0.69610
H 0.40643 3.79203 0.24502
H 0.53274 2.47098 -0.81465
H -0.93031 4.99826 -1.66579
H 0.16039 2.61229 -3.31476
H -0.45250 4.12180 -3.96371
H -1.54568 3.11017 -3.13833
H 1.25201 5.52655 -1.19566
H 0.93463 5.63609 -2.73153
C 3.18578 2.14958 0.20445
O 3.14526 1.38681 -0.96999
C 4.12747 1.74302 -1.93902
C 3.89576 0.86234 -3.17175
C 4.96426 1.15306 -4.22056
N 2.59982 1.25027 -3.77883
H 3.17259 3.22891 0.00308
H 4.06755 1.93513 0.81876
H 2.27322 1.89321 0.74242
H 3.87702 2.77249 -2.21988
H 5.12833 1.61721 -1.51476
H 3.81951 -0.19735 -2.94933
H 5.97822 0.96587 -3.85257
H 4.95568 2.16047 -4.63492
H 4.86371 0.44907 -5.04939
H 1.92617 1.24404 -3.00866
H 2.62110 2.22639 -4.06388
C -5.29532 0.35667 -1.85975
C -4.21655 -0.33551 -2.70255
C -3.17706 0.68555 -3.18710
O -3.53347 -1.23851 -1.82836
H -5.80583 1.16921 -2.38589
H -4.86622 0.82492 -0.97086
H -6.01871 -0.39527 -1.54738
H -4.71292 -0.86614 -3.51139
H -2.85225 1.23652 -2.29998
H -3.60616 1.42534 -3.86929
H -2.30375 0.23038 -3.65010
H -3.01875 -0.71550 -1.19428
C -1.12283 -1.65691 1.23756
C -0.88843 -0.40878 0.41832
C -0.27744 -0.67082 -0.95297
O -2.11011 0.31006 0.31618
H -1.46947 -1.41519 2.24854
H -0.20285 -2.19839 1.47581
H -1.87305 -2.32205 0.80846
H -0.16254 0.20382 0.97929
H -0.27721 0.18442 -1.62783
H -0.74677 -1.50752 -1.48525
H 0.74563 -1.05733 -0.86083
H -1.89152 1.25491 0.11742
C -0.76358 -5.03176 -0.54099
O -1.53957 -5.89599 -1.36260
H -0.38182 -4.19159 -1.12680
H -1.41139 -4.61678 0.23772
H 0.03625 -5.58862 -0.06200
H -2.25639 -5.38042 -1.74162
C 0.55459 -1.44051 -4.77322
O 1.61187 -0.82788 -5.47590
H -0.24213 -1.68155 -5.47978
H 0.86096 -2.39342 -4.33225
H 0.13762 -0.78867 -4.00279
H 1.97018 -0.08255 -4.94486
*
```

Here are the Löwdin charges for atoms 1 to 6, given in e: C -0.099; O -0.194; C -0.213; C -0.438; C -0.049; N 0.025